*a*
Entry from the Open Molecules 2025 dataset: an isolated ion of composition C3H4NO and charge +1 (the ωB97M-V functional and the def2-TZVPD basis).

Results
Kohn-Sham gap   10.7 eV
Charge   +1
SMILES   C#[N+]CC=O
2S+1   1

Geometry (Å):
C 1.121 -0.552 -0.073
C -1.655 -0.518 -0.061
C 0.312 0.824 -0.134
N -0.974 0.447 -0.071
O 0.489 -1.556 -0.094
H 2.180 -0.644 0.180
H -2.448 -1.061 0.158
H 0.549 1.375 0.904
H 0.427 1.685 -0.811

Löwdin atomic charge list, values in e, 8 entries:
1. C -0.1154
2. C 0.3816
3. C -0.0966
4. N 0.0944
5. O 0.1103
6. H 0.1575
7. H 0.1009
8. H 0.2093

---

*b*
Entry from the Open Molecules 2025 dataset: C3H4NO as an isolated structure (the ωB97M-V functional and the def2-TZVPD basis).

Results
Kohn-Sham gap   9.3 eV
Charge   +1
2S+1   1

Geometry (Å):
C -1.390 -0.643 -0.111
C -0.181 0.789 0.213
C 0.625 -0.504 -0.206
N -1.718 0.454 0.216
O -0.332 -1.607 -0.297
H 0.229 1.016 1.276
H 0.094 1.571 -0.527
H 1.150 -0.313 -1.119
H 1.524 -0.762 0.554

Löwdin atomic charge list, values in e, 8 entries:
1. C 0.0969
2. C -0.0330
3. C -0.1086
4. N 0.2730
5. O 0.1070
6. H 0.1817
7. H 0.1559
8. H 0.1254

---

*c*
Entry from the Open Molecules 2025 dataset: an isolated ion of composition C3H4NO and charge +1 (the ωB97M-V functional and the def2-TZVPD basis).

Results
Kohn-Sham gap (alpha / beta)   7.8 / 7.7 eV
Charge   +1
2S+1   1

Geometry (Å):
C -0.135 0.278 -0.911
C 0.743 1.615 0.843
C -0.516 -1.069 -0.491
N -0.380 -1.556 0.665
O 0.361 1.016 -0.081
H -0.597 0.576 -1.791
H 0.121 -1.180 1.453
H 1.259 2.018 1.717
H -0.856 -1.699 -1.405

Löwdin atomic charge list, values in e, 8 entries:
1. C -0.0316
2. C 0.3491
3. C -0.1548
4. N 0.1778
5. O 0.1083
6. H 0.1453
7. H 0.0631
8. H 0.1753

---

Relative energies, in kcal/mol, with the most stable structure set to zero: *a* 0.0; *b* 64.5; *c* 117.3.

---

*a*
Entry from the Open Molecules 2025 dataset: one molecule with the formula C2H2FNO (the ωB97M-V functional and the def2-TZVPD basis).

Results
Kohn-Sham gap   12.4 eV
Charge   0
SMILES   N#C[C@@H](O)F
2S+1   1

Geometry (Å):
C 1.063 -0.150 -0.580
C -0.107 -0.306 0.250
N 2.160 -0.147 -0.906
O -0.971 1.028 0.432
F -0.954 -1.284 0.024
H 0.130 -0.346 1.249
H -1.321 1.204 -0.469

List of Löwdin charges in e, atom by atom:
1. C -0.1156
2. C -0.3378
3. N 0.1935
4. O -0.0422
5. F 0.0978
6. H 0.1246
7. H 0.0797

---

*b*
Entry from the Open Molecules 2025 dataset: a 3-piece molecular cluster, C2H2FNO overall (the ωB97M-V functional and the def2-TZVPD basis).

Results
Kohn-Sham gap (alpha / beta)   8.7 / 9.9 eV
Charge   0
2S+1   1

Geometry (Å):
C -1.497 0.424 0.214
C 1.866 -0.946 0.659
N -1.773 -0.654 0.378
O 1.536 -0.157 -0.130
F 1.563 1.479 0.419
H -1.582 1.458 -0.117
H 2.419 -1.162 1.610

List of Löwdin charges in e, atom by atom:
1. C -0.1088
2. C 0.1379
3. N 0.0550
4. O 0.0543
5. F -0.3524
6. H 0.0761
7. H 0.1380

---

Relative energies, in kcal/mol, with the most stable structure set to zero: *a* 0.0; *b* 94.4.

---

*a*
Entry from the Open Molecules 2025 dataset: C6H6N2O2 as an isolated structure (the ωB97M-V functional and the def2-TZVPD basis).

Results
Kohn-Sham gap   10.0 eV
Charge   0
2S+1   1

Geometry (Å):
C -0.444 0.975 -0.363
C -1.892 0.987 0.067
C -2.509 -0.219 0.161
C -0.629 -1.413 -0.239
C 0.165 -0.247 -0.255
C 1.687 -0.433 -0.011
H -0.337 3.008 -0.288
H 0.855 2.300 -1.000
H -2.383 1.904 0.283
H -3.608 -0.270 0.969
H 0.098 -2.179 -0.232
H 1.661 1.205 0.840
N 0.406 2.087 -0.048
N -1.863 -1.516 0.115
O 2.380 0.522 0.432
O 2.076 -1.506 -0.082

Löwdin atomic charge list, values in e, 8 entries:
1. C -0.2459
2. C -0.0418
3. C -0.1359
4. C -0.1267
5. C -0.0803
6. C -0.6195
7. H 0.1941
8. H 0.1287

---

*b*
Entry from the Open Molecules 2025 dataset: C6H6N2O2 as an isolated structure (the ωB97M-V functional and the def2-TZVPD basis).

Results
Kohn-Sham gap   8.7 eV
Charge   0
2S+1   1

Geometry (Å):
C -0.363 -1.457 -1.635
C 0.265 -1.743 -0.421
C -0.679 -0.136 -1.591
C -0.626 2.759 -0.566
C -0.196 1.703 0.031
C 0.860 -0.446 2.078
N 0.427 -0.623 0.231
N -0.111 0.342 -0.420
O -1.168 3.686 -1.077
O 1.216 0.662 2.499
H -0.619 -2.078 -2.416
H 0.691 -2.669 0.063
H -1.193 0.340 -2.379
H 0.036 1.876 1.016
H 1.551 -1.320 2.185
H -0.091 -0.896 2.402

Löwdin atomic charge list, values in e, 8 entries:
1. C -0.0481
2. C -0.0856
3. C -0.0153
4. C -0.1262
5. C -0.0040
6. C -0.3251
7. N -0.0015
8. N -0.0659

---

Relative energies, in kcal/mol, with the most stable structure set to zero: *a* 0.0; *b* 19.6.

---

*a*
Entry from the Open Molecules 2025 dataset: a 2-piece molecular cluster, C6H6N2O2 overall (the ωB97M-V functional and the def2-TZVPD basis).

Results
Kohn-Sham gap   9.3 eV
Charge   0
SMILES   O=c1cc[nH]c(=O)[nH]1.C#C
2S+1   1

Geometry (Å):
C -2.779 -1.145 -0.411
C -3.307 -0.190 -0.973
C 2.003 -0.866 -0.017
C 2.107 0.468 -0.562
C 1.403 1.539 -0.069
C -0.257 -0.114 0.827
H -2.239 -1.737 0.311
H -3.718 0.499 -1.542
H 0.403 -1.974 1.028
H 3.046 0.518 -0.941
H 1.641 2.613 -0.405
H -0.400 2.080 0.724
N 0.626 -0.987 0.695
N 0.145 1.253 0.375
O 2.751 -1.762 -0.303
O -1.426 -0.195 1.264

Löwdin atomic charge list, values in e, 8 entries:
1. C -0.0083
2. C 0.0360
3. C -0.3669
4. C -0.0247
5. C -0.0725
6. C -0.5367
7. H 0.0278
8. H -0.0424

---

*b*
Entry from the Open Molecules 2025 dataset: a 2-piece molecular cluster, C6H6N2O2 overall (the ωB97M-V functional and the def2-TZVPD basis).

Results
Kohn-Sham gap   10.0 eV
Charge   0
SMILES   O=c1cc[nH]c(=O)[nH]1.C#C
2S+1   1

Geometry (Å):
C 1.074 0.788 3.616
C 1.183 1.357 2.545
C -1.169 -0.022 -2.191
C -0.366 -1.268 -2.098
C 0.215 -1.604 -0.910
C -0.180 0.803 -0.039
H 0.968 -0.076 4.414
H 1.521 1.907 1.640
H -1.494 1.691 -1.225
H -0.563 -2.111 -2.706
H 0.768 -2.574 -0.818
H 0.704 -0.993 1.087
N -1.070 0.837 -1.113
N 0.312 -0.613 0.127
O -1.929 0.203 -3.052
O 0.027 1.675 0.722

Löwdin atomic charge list, values in e, 8 entries:
1. C -0.0274
2. C -0.0877
3. C -0.5028
4. C -0.0030
5. C -0.0799
6. C -0.4219
7. H 0.0699
8. H 0.0655

---

Relative energies, in kcal/mol, with the most stable structure set to zero: *a* 3.4; *b* 0.0.

---

*a*
Entry from the Open Molecules 2025 dataset: a 3-piece molecular cluster, C4H14O2S overall (the ωB97M-V functional and the def2-TZVPD basis).

Results
Kohn-Sham gap   9.2 eV
Charge   0
SMILES   CCCCS.O.O
2S+1   1

Geometry (Å):
C -0.886 -2.803 -1.232
C 0.465 -2.066 -1.190
C 0.265 -0.591 -0.836
C 1.551 0.203 -0.879
S 1.093 1.947 -0.502
H -0.710 -3.871 -1.371
H -1.398 -2.685 -0.277
H -1.476 -2.443 -2.075
H 1.011 -2.154 -2.132
H 1.160 -2.533 -0.453
H -0.238 -0.570 0.139
H -0.408 -0.149 -1.577
H 1.947 0.076 -1.894
H 2.341 -0.126 -0.199
H 1.852 2.473 0.457
H 3.397 2.504 2.709
H 2.303 1.960 3.540
O 2.437 2.421 2.706
H -5.551 2.882 1.247
H -4.140 2.620 1.772
O -5.016 2.904 2.046

Löwdin atomic charge list, values in e, 8 entries:
1. C -0.1124
2. C -0.2836
3. C -0.3494
4. C -0.5493
5. S 0.7020
6. H 0.0647
7. H 0.0701
8. H 0.0720

---

*b*
Entry from the Open Molecules 2025 dataset: a 3-piece molecular cluster, C4H14O2S overall (the ωB97M-V functional and the def2-TZVPD basis).

Results
Kohn-Sham gap   9.4 eV
Charge   0
SMILES   CCCSC.O.O
2S+1   1

Geometry (Å):
C -0.867 -0.216 -3.030
C 0.439 -0.381 -2.248
C 0.348 0.007 -0.779
S -1.145 -0.517 0.155
C -1.095 0.909 1.310
H -1.575 -0.873 -2.525
H -1.118 0.847 -2.936
H -0.834 -0.455 -4.091
H 1.254 0.207 -2.684
H 0.860 -1.356 -2.451
H 0.390 1.063 -0.612
H 1.223 -0.480 -0.296
H -0.229 1.622 1.196
H -1.807 1.723 1.174
H -0.925 0.565 2.332
H 1.769 -2.722 2.945
H 0.483 -2.669 1.972
O 1.445 -2.639 2.054
H 1.664 3.197 2.477
H 1.040 2.478 1.350
O 1.630 3.231 1.513

Löwdin atomic charge list, values in e, 8 entries:
1. C -0.1278
2. C -0.3255
3. C -0.4848
4. S 0.8032
5. C -0.4042
6. H 0.0421
7. H 0.0780
8. H 0.0681

---

Relative energies, in kcal/mol, with the most stable structure set to zero: *a* 0.0; *b* 15.5.

---

*a*
Entry from the Open Molecules 2025 dataset: one molecule with the formula C6H6 (the ωB97M-V functional and the def2-TZVPD basis).

Results
Kohn-Sham gap (alpha / beta)   7.3 / 7.1 eV
Charge   0
2S+1   1

Geometry (Å):
C 0.557 -2.674 -0.148
C 0.178 -1.275 -0.314
C -0.122 -0.108 -0.415
C -0.486 1.234 -0.692
C -0.500 2.266 0.201
C -0.087 2.012 1.551
H 0.103 -3.093 0.755
H 0.247 -3.275 -1.008
H 1.644 -2.758 -0.046
H -0.748 1.430 -1.734
H -0.795 3.241 -0.200
H 0.010 3.001 2.049

Löwdin atomic charge list, values in e, 8 entries:
1. C -0.0911
2. C -0.0418
3. C -0.0384
4. C -0.0968
5. C -0.2564
6. C 0.0931
7. H 0.0841
8. H 0.0795

---

*b*
Entry from the Open Molecules 2025 dataset: one molecule with the formula C6H6 (the ωB97M-V functional and the def2-TZVPD basis).

Results
Kohn-Sham gap   11.1 eV
Charge   0
SMILES   C#CC(C)C#C
2S+1   1

Geometry (Å):
C 0.470 1.232 0.777
C -0.268 -0.081 0.453
C -1.056 0.140 -0.771
C -1.610 0.409 -1.804
C 0.600 -1.260 0.266
C 1.226 -2.271 0.079
H 1.090 1.538 -0.070
H -0.276 2.014 0.947
H 1.095 1.134 1.668
H -0.945 -0.310 1.287
H -2.094 0.627 -2.728
H 1.769 -3.173 -0.105

Löwdin atomic charge list, values in e, 8 entries:
1. C -0.0659
2. C -0.3986
3. C -0.1237
4. C 0.1272
5. C -0.1105
6. C 0.1222
7. H 0.0871
8. H 0.0832

---

Relative energies, in kcal/mol, with the most stable structure set to zero: *a* 48.4; *b* 0.0.

---

*a*
Entry from the Open Molecules 2025 dataset: C6H6 as an isolated structure (the ωB97M-V functional and the def2-TZVPD basis).

Results
Kohn-Sham gap (alpha / beta)   8.2 / 8.1 eV
Charge   0
2S+1   1

Geometry (Å):
C -1.388 -0.904 -0.682
C -0.564 -0.300 0.428
C 0.854 -0.767 0.458
C 1.885 0.051 0.350
C -0.319 1.167 0.278
C 0.896 1.681 0.205
H -0.933 -0.727 -1.659
H -1.481 -1.980 -0.530
H -2.388 -0.468 -0.679
H -1.006 -0.476 1.399
H 2.988 0.098 0.332
H 1.457 2.626 0.099

Löwdin atomic charge list, values in e, 8 entries:
1. C -0.0778
2. C -0.4319
3. C -0.0106
4. C 0.0069
5. C -0.0082
6. C 0.0050
7. H 0.0880
8. H 0.0784

---

*b*
Entry from the Open Molecules 2025 dataset: one molecule with the formula C6H6 (the ωB97M-V functional and the def2-TZVPD basis).

Results
Kohn-Sham gap   10.1 eV
Charge   0
SMILES   C#CCCC#C
2S+1   1

Geometry (Å):
C -2.415 -1.019 -1.396
C -1.406 -0.993 -0.739
C -0.185 -0.899 0.065
C 0.070 0.554 0.596
C 1.419 0.892 0.906
C 2.601 1.159 0.807
H -3.303 -1.035 -1.987
H 0.677 -1.261 -0.506
H -0.278 -1.609 0.914
H 0.365 1.559 0.009
H -0.784 0.919 1.159
H 3.240 1.733 0.172

Löwdin atomic charge list, values in e, 8 entries:
1. C 0.1065
2. C -0.1586
3. C -0.1851
4. C -0.1847
5. C -0.2252
6. C 0.0571
7. H 0.0241
8. H 0.1181

---

Relative energies, in kcal/mol, with the most stable structure set to zero: *a* 30.9; *b* 0.0.